<one>
{"formula": "CH2P2S2", "method": "the ωB97M-V functional and the def2-TZVPD basis", "symbols": ["C", "P", "S", "P", "S", "H", "H"], "xyz": [[-0.405, 0.199, -0.053], [-1.621, 1.334, -0.172], [-0.698, 3.009, 0.846], [-1.246, 2.492, 2.813], [-0.360, 3.626, 4.095], [0.554, 0.408, 0.397], [-0.480, -0.719, -0.602]], "molar_mass_g_mol": 140.11, "spin_multiplicity": 1, "e_homo_ha": -0.3289, "charge": 0}

<two>
{"formula": "CH2P2S2", "method": "the ωB97M-V functional and the def2-TZVPD basis", "symbols": ["C", "P", "S", "P", "S", "H", "H"], "xyz": [[-1.926, -0.093, 0.002], [-0.613, -1.123, 0.216], [0.796, 0.427, 0.290], [2.566, -0.596, -0.405], [3.849, 0.793, -0.079], [-1.636, 1.042, -0.057], [-3.037, -0.450, 0.033]], "molar_mass_g_mol": 140.11, "spin_multiplicity": 1, "e_homo_ha": -0.3308, "charge": 0}

Which of the structures shown above is the most stable? The most stable is <one>.